{"formula": "H24O12", "method": "the ωB97M-V functional and the def2-TZVPD basis", "de_lowest_kcal_mol": 258.7, "energy_ev": -24950.47600, "e_lumo_ev": -0.5, "charge": 0, "elements": ["H", "H", "H", "H", "H", "H", "H", "H", "H", "H", "H", "H", "H", "H", "H", "H", "H", "H", "H", "H", "H", "H", "H", "H", "O", "O", "O", "O", "O", "O", "O", "O", "O", "O", "O", "O"], "coordinates": [[0.649, 0.119, -0.549], [-0.761, 0.053, -1.104], [-0.435, 2.953, 1.013], [-1.233, 2.123, 1.910], [3.053, 0.702, -2.330], [2.567, 0.454, -0.993], [-4.697, 0.873, -1.692], [-4.429, -0.266, -2.798], [1.210, 1.053, 2.499], [1.033, 1.342, 1.004], [-0.917, 1.817, -0.932], [-0.604, 3.229, -0.751], [1.931, 3.148, 0.249], [2.838, 2.040, 0.383], [2.398, -2.219, -2.453], [3.743, -2.241, -1.496], [-2.077, -1.578, 0.374], [-2.808, -2.417, -0.616], [0.552, -1.391, -1.168], [0.375, -2.210, 0.109], [-3.427, -1.258, 1.650], [-4.086, -2.274, 2.699], [2.177, -2.226, 2.660], [3.503, -2.947, 2.711], [0.096, 0.312, -1.325], [-1.200, 3.048, 1.633], [2.408, 0.191, -1.919], [-5.073, 0.103, -2.099], [1.556, 1.623, 1.812], [-0.488, 2.487, -1.393], [2.470, 2.787, 0.985], [3.354, -1.942, -2.299], [-2.824, -1.494, -0.245], [-0.010, -1.408, -0.427], [-3.442, -1.586, 2.636], [2.598, -3.001, 2.262]], "forces_ev_per_a": [[-0.91, 0.71, -0.88], [-2.06, -0.74, 0.56], [-0.69, 0.64, 0.97], [-0.44, 0.09, 0.49], [1.89, 1.19, -1.74], [-0.20, -0.37, -0.46], [0.62, 0.45, 0.04], [-1.37, 1.27, 1.90], [-1.07, -1.41, 1.17], [0.67, 0.31, 1.63], [-0.95, -1.82, 0.77], [-0.18, -0.17, -1.34], [0.36, 1.04, 0.47], [0.01, 1.99, 1.98], [2.30, 0.35, 0.92], [-0.26, -0.79, 1.01], [-0.05, 0.29, -0.40], [-0.36, 1.37, 0.27], [0.87, -0.15, -1.70], [-1.23, 1.61, -1.12], [-0.58, -1.26, 2.72], [-0.71, -0.61, -0.23], [-0.22, -0.14, -0.14], [-1.77, -0.39, -1.08], [2.16, 4.06, -2.38], [1.07, -0.68, -1.10], [-1.20, 0.38, 2.27], [0.71, -1.72, -1.96], [-6.28, -7.64, 3.81], [0.62, 4.69, 0.38], [6.36, 5.70, -9.28], [-1.33, -0.94, -2.22], [0.46, -1.51, 0.05], [0.68, -8.25, 5.90], [1.11, 1.84, -2.47], [1.95, 0.58, 1.18]]}



{"formula": "H24O12", "method": "the ωB97M-V functional and the def2-TZVPD basis", "de_lowest_kcal_mol": 57.0, "energy_ev": -24959.22440, "e_lumo_ev": -1.0, "charge": 0, "smiles": "O.O.O.O.O.O.O.O.O.O.O.O", "elements": ["O", "H", "H", "O", "H", "H", "O", "H", "H", "O", "H", "H", "O", "H", "H", "O", "H", "H", "O", "H", "H", "O", "H", "H", "O", "H", "H", "O", "H", "H", "O", "H", "H", "O", "H", "H"], "coordinates": [[1.240, 1.754, 1.628], [2.068, 1.552, 2.064], [1.493, 2.035, 0.749], [-3.288, -1.557, 0.770], [-2.706, -0.856, 0.475], [-4.025, -1.102, 1.176], [0.923, -2.598, 2.652], [1.400, -2.408, 1.844], [1.268, -1.972, 3.288], [-0.242, 2.290, -1.475], [0.693, 2.488, -1.435], [-0.672, 3.122, -1.278], [-2.152, 1.258, -3.255], [-2.933, 1.714, -2.941], [-1.531, 1.320, -2.530], [-1.277, -3.089, -0.648], [-0.382, -2.830, -0.428], [-1.725, -3.145, 0.196], [-1.423, 1.373, 2.815], [-2.264, 1.439, 2.362], [-0.837, 1.943, 2.316], [1.176, -1.065, -2.635], [0.870, -1.167, -1.734], [2.088, -1.356, -2.613], [2.860, -1.981, 0.323], [3.219, -2.691, -0.210], [3.057, -1.186, -0.173], [3.496, 0.468, -0.584], [3.057, 1.271, -0.305], [4.423, 0.701, -0.621], [0.341, -0.404, 0.006], [-0.212, 0.364, -0.143], [0.772, -0.231, 0.842], [-2.766, 1.161, -0.123], [-3.695, 1.385, -0.173], [-2.312, 2.000, -0.204]], "forces_ev_per_a": [[-0.06, 0.19, 0.03], [0.24, -0.06, 0.38], [-0.15, 0.11, -0.18], [-0.23, -0.33, 0.14], [0.32, 0.17, -0.21], [-0.15, -0.01, 0.17], [-0.28, -0.12, 0.19], [0.36, 0.01, -0.46], [0.03, 0.09, 0.20], [-0.02, -0.09, 0.57], [0.29, -0.09, -0.33], [-0.08, 0.42, -0.14], [-0.24, 0.07, -0.44], [-0.24, -0.04, 0.00], [0.30, -0.17, 0.07], [0.06, -0.24, -0.39], [0.19, 0.15, 0.10], [-0.26, 0.12, 0.27], [-0.07, 0.03, 0.26], [-0.25, -0.16, -0.14], [0.37, 0.04, -0.06], [0.12, 0.05, -0.58], [-0.22, 0.12, 0.54], [0.17, -0.05, -0.06], [-0.12, -0.62, 0.34], [0.00, -0.36, 0.02], [-0.04, 0.59, -0.09], [0.06, 0.25, -0.14], [-0.12, 0.00, -0.06], [0.38, 0.00, -0.04], [0.12, -0.28, -0.28], [-0.33, 0.15, -0.11], [-0.07, -0.05, 0.33], [0.10, 0.06, 0.19], [-0.37, -0.07, -0.09], [0.20, 0.14, 0.00]]}



{"formula": "H24O12", "method": "the ωB97M-V functional and the def2-TZVPD basis", "de_lowest_kcal_mol": 25.5, "energy_ev": -24949.85400, "multiplicity": 2, "e_lumo_ev": [-3.4, -10.5], "charge": 1, "s2": 0.757, "elements": ["O", "H", "H", "O", "H", "H", "O", "H", "H", "O", "H", "H", "O", "H", "H", "O", "H", "H", "O", "H", "H", "O", "H", "H", "O", "H", "H", "O", "H", "H", "O", "H", "H", "O", "H", "H"], "coordinates": [[34.947, 18.263, -18.345], [35.747, 17.756, -18.208], [34.873, 18.810, -17.563], [34.686, 19.531, -20.956], [35.595, 19.311, -21.164], [34.397, 18.829, -20.373], [37.715, 17.488, -17.785], [38.291, 17.570, -17.025], [37.829, 18.311, -18.261], [33.295, 15.829, -19.101], [32.933, 15.545, -18.261], [33.316, 16.784, -19.042], [37.994, 15.145, -19.042], [37.898, 15.891, -18.449], [37.471, 15.379, -19.809], [35.917, 22.219, -18.063], [36.086, 21.279, -18.004], [36.695, 22.626, -17.681], [34.268, 17.667, -15.270], [34.882, 18.350, -15.001], [34.321, 17.009, -14.576], [37.219, 17.821, -21.089], [36.541, 17.199, -20.826], [37.381, 17.625, -22.011], [31.951, 18.278, -19.104], [31.207, 17.990, -18.577], [32.512, 18.751, -18.490], [32.075, 19.476, -16.282], [31.541, 19.203, -15.536], [32.962, 19.192, -16.059], [35.708, 20.010, -16.118], [35.448, 20.900, -15.879], [36.501, 19.846, -15.607], [35.672, 15.744, -20.459], [35.226, 15.645, -21.301], [34.966, 15.747, -19.813]], "forces_ev_per_a": [[-0.37, -0.03, -0.93], [0.25, -0.27, 0.29], [0.07, 0.31, 0.49], [-0.45, 0.54, -0.43], [1.00, -0.09, -0.06], [-0.37, -0.47, 0.71], [-0.18, -0.15, 0.14], [0.19, -0.06, 0.42], [0.17, 0.30, -0.51], [0.72, -0.69, -0.32], [-0.05, -0.18, 0.19], [-0.57, 0.68, 0.08], [0.86, -1.39, -0.14], [-0.11, 1.29, 0.86], [-0.93, 0.06, -1.05], [-0.22, 0.07, 0.03], [0.00, -0.28, -0.07], [0.24, 0.27, 0.01], [0.00, -0.06, -0.19], [0.16, 0.33, 0.03], [-0.17, -0.29, 0.19], [0.39, 0.99, 0.11], [-0.64, -0.82, 0.33], [0.30, 0.02, -0.43], [0.47, -0.13, -0.51], [-0.26, 0.04, 0.15], [-0.21, 0.40, 0.40], [-0.03, 0.27, -0.49], [-0.16, -0.06, 0.19], [0.18, -0.31, 0.33], [0.00, -0.43, -0.02], [-0.30, 0.54, -0.04], [0.33, -0.03, 0.15], [1.07, 0.30, -0.47], [-0.20, -0.35, -0.34], [-1.19, -0.30, 0.90]]}



{"formula": "H24O12Xe", "method": "the ωB97M-V functional and the def2-TZVPD basis", "de_lowest_kcal_mol": 3.4, "energy_ev": -33923.11606, "e_lumo_ev": -0.2, "charge": 0, "elements": ["Xe", "O", "H", "H", "O", "H", "H", "O", "H", "H", "O", "H", "H", "O", "H", "H", "O", "H", "H", "O", "H", "H", "O", "H", "H", "O", "H", "H", "O", "H", "H", "O", "H", "H", "O", "H", "H"], "coordinates": [[-0.113, 0.708, -0.376], [-2.114, -1.835, -1.825], [-2.619, -1.023, -1.806], [-2.705, -2.494, -1.462], [0.060, 2.435, 2.907], [-0.556, 1.784, 2.571], [0.897, 1.972, 2.953], [-2.461, 1.422, 2.040], [-2.837, 0.637, 1.639], [-2.521, 2.091, 1.358], [-3.064, 2.762, -0.438], [-2.390, 3.397, -0.682], [-3.770, 3.291, -0.068], [-1.020, -2.301, 1.110], [-1.416, -2.209, 0.244], [-1.503, -1.687, 1.662], [2.520, -2.546, -0.445], [2.319, -1.872, 0.205], [3.456, -2.711, -0.337], [0.219, -1.263, -3.277], [0.123, -1.890, -3.995], [-0.573, -1.376, -2.752], [3.433, 0.996, 0.403], [4.366, 0.837, 0.262], [3.015, 0.705, -0.408], [2.466, 1.161, 3.046], [3.002, 1.473, 2.317], [2.229, 0.266, 2.804], [-3.504, 0.672, -2.338], [-3.101, 0.818, -3.194], [-3.222, 1.419, -1.810], [1.544, -1.422, 2.286], [0.734, -1.617, 1.815], [1.558, -2.047, 3.010], [2.635, 0.184, -2.414], [3.178, -0.594, -2.541], [1.736, -0.141, -2.465]], "forces_ev_per_a": [[0.09, 0.18, -0.02], [0.29, -0.49, 0.42], [-0.51, 0.91, -0.18], [-0.17, -0.38, -0.17], [-0.63, 0.58, -0.10], [-0.43, -0.09, 0.05], [0.88, -0.20, 0.16], [-0.03, -0.31, 0.63], [-0.16, -0.10, -0.14], [0.02, 0.18, -0.40], [0.07, -0.14, 0.00], [0.39, 0.23, -0.09], [-0.42, 0.15, 0.04], [0.22, -0.19, 0.46], [0.11, 0.14, -0.61], [-0.20, 0.16, 0.26], [-0.07, -0.17, -0.49], [-0.04, 0.23, 0.45], [0.21, -0.07, 0.09], [0.40, 0.38, -0.22], [0.10, -0.12, -0.16], [-0.37, -0.30, 0.34], [0.20, 0.09, 0.50], [0.23, 0.01, -0.05], [-0.27, -0.08, -0.76], [0.13, 0.44, 0.74], [0.08, 0.00, -0.43], [-0.13, -0.54, -0.26], [-0.03, -0.66, -0.12], [0.06, -0.03, -0.35], [-0.01, 0.50, 0.53], [0.45, 0.23, 0.08], [-0.61, -0.21, -0.39], [0.09, -0.21, 0.18], [0.53, 0.61, 0.34], [0.01, -0.30, -0.03], [-0.46, -0.42, -0.30]]}



{"formula": "H24O16S", "method": "the ωB97M-V functional and the def2-TZVPD basis", "de_lowest_kcal_mol": 6.4, "energy_ev": -43990.35018, "e_lumo_ev": 5.0, "charge": -2, "elements": ["S", "O", "O", "O", "O", "O", "H", "H", "O", "H", "H", "O", "H", "H", "O", "H", "H", "O", "H", "H", "O", "H", "H", "O", "H", "H", "O", "H", "H", "O", "H", "H", "O", "H", "H", "O", "H", "H", "O", "H", "H"], "coordinates": [[-0.115, 0.020, 0.067], [-1.336, 0.742, -0.272], [0.013, -0.116, 1.532], [-0.149, -1.291, -0.616], [1.016, 0.806, -0.413], [2.326, -2.216, -0.311], [2.422, -2.487, -1.231], [1.434, -1.777, -0.289], [3.581, 0.290, 0.626], [3.692, -0.540, 0.149], [2.617, 0.342, 0.758], [1.108, -1.783, -3.025], [0.422, -1.859, -2.327], [1.446, -0.879, -2.941], [-1.998, -0.836, 3.133], [-2.041, -1.653, 2.631], [-1.318, -0.297, 2.653], [-2.640, -0.543, -2.637], [-1.890, -0.249, -2.097], [-3.059, -1.221, -2.099], [-4.053, 0.762, -0.015], [-4.154, -0.052, 0.485], [-3.084, 0.949, 0.024], [-2.174, -2.950, -0.920], [-1.429, -2.299, -0.730], [-2.650, -3.026, -0.088], [2.428, 1.217, -2.595], [1.886, 1.167, -1.763], [3.188, 1.750, -2.352], [-2.036, 3.262, -0.637], [-1.600, 2.380, -0.489], [-2.543, 3.144, -1.444], [1.713, -1.728, 2.912], [2.309, -1.992, 2.201], [0.911, -1.408, 2.447], [1.506, 1.510, 3.117], [1.150, 0.793, 2.541], [1.301, 2.324, 2.638], [0.942, 3.424, 0.565], [0.788, 2.485, 0.336], [0.072, 3.834, 0.476]], "forces_ev_per_a": [[-0.35, 1.02, 0.18], [-0.86, 0.06, -0.04], [-0.23, -0.57, -0.42], [0.03, -0.37, 0.43], [0.68, 0.10, 0.04], [-0.03, 0.02, 0.31], [-0.18, 0.16, -0.06], [0.78, -0.71, -0.26], [0.15, 0.04, 0.21], [-0.30, -0.06, -0.03], [0.55, 0.14, -0.20], [-0.18, -0.21, 0.13], [0.52, 0.35, -0.54], [-0.05, -0.08, 0.06], [0.00, 0.43, 0.02], [0.17, 0.01, -0.07], [-0.51, -0.61, 0.25], [0.15, 0.17, -0.37], [-0.33, 0.03, -0.01], [0.15, -0.11, 0.12], [0.18, 0.25, 0.15], [0.13, 0.02, 0.06], [-0.74, -0.38, -0.06], [0.27, 0.39, 0.27], [-0.71, -0.67, -0.17], [0.09, 0.00, -0.02], [-0.30, 0.04, 0.12], [0.40, -0.07, -0.57], [0.02, -0.09, 0.11], [0.38, -0.14, 0.14], [-0.43, 0.61, -0.21], [0.02, -0.10, 0.03], [-0.30, -0.33, -0.06], [-0.09, 0.12, -0.06], [0.62, -0.09, 0.23], [-0.10, -0.16, -0.16], [0.26, 0.71, 0.58], [0.03, -0.12, -0.13], [-0.25, -0.04, 0.26], [0.34, 0.31, -0.17], [0.02, -0.09, -0.12]]}



{"formula": "H25O12", "method": "the ωB97M-V functional and the def2-TZVPD basis", "de_lowest_kcal_mol": 33.8, "energy_ev": -24969.56534, "e_lumo_ev": -2.7, "charge": 1, "elements": ["O", "H", "H", "O", "H", "H", "O", "H", "O", "H", "H", "O", "H", "H", "O", "H", "H", "O", "H", "H", "O", "H", "H", "O", "H", "H", "O", "H", "H", "O", "H", "H", "O", "H", "H", "H", "H"], "coordinates": [[2.154, -0.377, 1.825], [-3.587, -1.325, -0.750], [-1.451, -2.609, 2.493], [-1.218, 2.882, -0.280], [-1.005, 3.734, 0.067], [-2.037, 3.163, -0.710], [0.697, 1.799, -3.044], [4.465, 1.173, -0.020], [-0.506, -0.952, -4.377], [1.167, 1.479, -3.820], [0.218, -0.949, -3.723], [1.529, 2.354, -0.302], [1.790, 3.241, -0.041], [1.429, 2.315, -1.265], [-0.128, 0.216, 1.214], [-2.885, -2.053, 1.601], [-0.430, 0.516, 2.083], [-1.297, -3.171, 1.731], [-1.158, -4.081, 2.008], [2.768, 0.181, 1.273], [-2.202, 0.759, 2.871], [1.132, -0.310, 1.454], [-2.613, 1.612, 2.709], [3.905, 1.417, 0.723], [0.121, 2.286, -3.651], [3.271, 2.078, 0.385], [-2.859, -1.449, -1.363], [-3.006, -2.253, -1.863], [-0.190, 0.912, 0.537], [-3.126, -1.194, 1.238], [-0.859, -1.697, -3.881], [2.458, -1.291, 1.893], [2.862, -2.335, 0.125], [-2.706, 0.098, 2.386], [2.080, -2.852, -0.081], [-2.407, -0.655, 0.912], [3.623, -2.663, -0.356]], "forces_ev_per_a": [[-0.60, 0.08, 0.32], [-0.15, -0.35, 0.07], [0.39, -0.40, 0.52], [-0.93, -0.14, -0.45], [0.98, 0.83, 0.82], [-0.28, -0.79, -0.32], [-0.02, 0.33, -1.32], [0.03, 0.08, -0.02], [0.98, -0.69, 1.46], [1.21, -0.97, 0.40], [0.56, 1.26, -0.72], [0.44, -0.27, 0.49], [-0.36, 0.28, -0.37], [-0.21, 0.25, -0.23], [0.68, -0.99, -0.44], [0.56, 0.13, -0.74], [-0.83, 0.60, -0.05], [0.10, 0.13, -0.52], [-0.11, 0.07, 0.39], [0.48, 0.14, -0.04], [0.70, 0.47, 0.47], [0.09, 0.73, 0.01], [-0.12, 0.01, 0.04], [-0.28, -0.23, 0.26], [-1.05, 0.64, 1.06], [0.17, -0.55, -0.16], [0.55, 0.28, -0.58], [-0.31, -0.04, 0.07], [-0.04, 0.32, 0.35], [-1.67, 0.76, 0.82], [-1.55, -0.52, -0.73], [0.38, -0.19, -0.46], [-0.08, 0.48, 0.46], [-0.65, -0.20, 0.08], [0.20, -0.30, -0.31], [0.87, -0.88, -0.46], [-0.13, -0.35, -0.14]]}